Entry 1:
Entry from the Open Molecules 2025 dataset: a molecular structure, C43H42N8O3V (ωB97M-V with the def2-TZVPD basis set).

- 2S+1 = 4
- ⟨S²⟩ = 3.767
- E_tot (hartree) = -3271.6823
- LUMO level (alpha / beta) (hartree) = 0.0052 / 0.0009
- relative energy (zero: lowest compared OMol25 entry of this formula, charge and spin) (kJ/mol) = 82.9

Each line ends with the Mulliken charge.
CARTESIAN COORDINATES (ANGSTROEM)
V -0.56 -0.83 0.46  -0.57
O 2.72 -0.51 2.62  -0.72
C 1.60 -0.74 2.24  -0.05
N 0.69 0.15 1.71  1.64
C 1.16 1.46 1.42  -1.03
O 2.07 1.73 0.69  -0.43
C 0.51 2.57 2.21  0.62
C 1.36 3.50 2.79  -1.02
C 0.80 4.53 3.53  -0.60
C -0.58 4.59 3.64  -1.09
C -1.34 3.61 3.01  -0.22
N -0.81 2.60 2.32  0.35
C 0.94 -2.11 2.47  0.34
C 1.51 -3.05 3.29  -0.65
C 0.80 -4.21 3.55  -0.69
C -0.44 -4.39 2.98  -1.11
C -0.95 -3.40 2.15  -0.20
N -0.26 -2.28 1.90  1.36
H 2.43 3.41 2.66  0.52
H 1.42 5.27 4.01  0.44
H -1.07 5.38 4.20  0.41
H -2.43 3.63 3.08  0.50
H 2.48 -2.84 3.71  0.60
H 1.21 -4.98 4.20  0.44
H -1.04 -5.27 3.17  0.51
H -1.92 -3.48 1.68  0.26
C -0.15 -0.81 -3.36  -0.84
C 0.36 0.59 -3.16  0.83
C 1.25 1.11 -4.10  -0.47
C 1.70 2.42 -4.03  -1.19
C 1.24 3.22 -3.00  -1.04
C 0.36 2.74 -2.03  2.23
C -0.12 3.72 -0.99  -1.99
C -0.05 1.41 -2.08  -1.17
N -0.87 0.84 -1.04  1.34
C -2.13 1.26 -0.88  1.12
C -2.80 2.21 -1.84  -2.04
C -2.90 0.75 0.20  0.57
C -4.28 1.28 0.44  -2.33
N -2.34 -0.21 0.99  1.72
C -3.17 -0.98 1.87  -1.25
C -4.10 -1.90 1.34  1.62
C -4.35 -2.07 -0.14  -1.68
C -4.81 -2.70 2.23  -0.93
C -4.61 -2.61 3.60  -1.05
C -3.70 -1.68 4.09  -1.03
C -2.98 -0.86 3.24  1.27
C -2.02 0.17 3.79  -0.77
H 0.53 -1.37 -4.00  0.47
H -1.12 -0.78 -3.85  0.41
H -0.30 -1.34 -2.42  -0.59
H 1.57 0.47 -4.92  0.46
H 2.38 2.82 -4.78  0.48
H 1.55 4.26 -2.94  0.48
H -0.49 4.63 -1.48  0.59
H 0.70 4.01 -0.33  0.43
H -0.92 3.33 -0.37  0.02
H -2.13 2.53 -2.63  0.36
H -3.17 3.11 -1.32  0.37
H -3.67 1.73 -2.30  0.54
H -4.25 2.37 0.54  0.47
H -4.71 0.87 1.35  0.47
H -4.96 1.06 -0.39  0.36
H -3.51 -1.74 -0.75  -0.08
H -5.24 -1.51 -0.45  0.35
H -4.54 -3.12 -0.37  0.54
H -5.52 -3.42 1.83  0.48
H -5.17 -3.24 4.28  0.43
H -3.54 -1.59 5.16  0.42
H -1.85 0.00 4.86  0.50
H -2.42 1.19 3.67  0.15
H -1.06 0.18 3.28  -0.20
N 7.61 2.29 -5.60  -0.52
C 6.91 1.68 -4.92  -0.03
C 6.02 0.92 -4.05  0.45
C 5.24 1.57 -3.10  -0.99
C 4.40 0.85 -2.28  0.07
C 4.32 -0.53 -2.43  0.67
C 5.09 -1.19 -3.37  -0.74
C 5.94 -0.46 -4.18  -0.89
N 3.42 -1.27 -1.61  0.31
C 3.44 -2.62 -1.26  -0.99
C 2.34 -2.82 -0.51  -1.18
N 1.62 -1.64 -0.39  0.99
C 2.30 -0.74 -1.06  0.25
H 5.31 2.65 -3.00  0.46
H 3.82 1.36 -1.52  0.68
H 5.01 -2.26 -3.50  0.41
H 6.55 -0.97 -4.92  0.47
H 4.25 -3.27 -1.54  0.48
H 2.02 -3.73 -0.03  0.59
H 2.04 0.30 -1.16  -0.60
C -1.12 -3.40 -1.21  -1.12
O -1.12 -2.07 -0.78  0.05
H -1.58 -3.47 -2.20  0.25
H -1.69 -4.07 -0.55  0.26
H -0.11 -3.80 -1.29  0.24

---

Entry 2:
Entry from the Open Molecules 2025 dataset: a molecular structure, C43H43F6N5O8PmS2 (ωB97M-V with the def2-TZVPD basis set).

- 2S+1 = 5
- charge = -1
- ⟨S²⟩ = 6.007
- E_tot (hartree) = -4544.1576
- LUMO level (alpha / beta) (hartree) = 0.0654 / 0.0655

Each line ends with the Mulliken charge.
CARTESIAN COORDINATES (ANGSTROEM)
Pm -1.02 -0.73 0.92  0.11
F 1.09 -5.03 0.84  -0.11
C 1.15 -5.00 2.20  0.45
F 2.39 -4.92 2.75  -0.18
F 0.46 -6.06 2.62  -0.19
S 0.30 -3.24 2.46  1.08
O -1.07 -3.41 1.94  -0.70
O 1.07 -2.34 1.57  -0.63
N 0.39 -2.84 3.99  -0.63
S 0.11 -1.34 4.42  1.21
O -0.43 -0.53 3.30  -0.38
O 1.14 -0.60 5.13  -0.69
C -1.29 -1.47 5.66  0.43
F -1.56 -0.27 6.07  -0.18
F -1.11 -2.21 6.83  -0.23
F -2.35 -1.96 4.90  -0.20
C 3.55 -2.36 -3.30  -1.78
C 2.71 -2.12 -2.02  1.64
C 3.66 -2.72 -0.89  -1.08
C 1.38 -2.78 -2.07  0.28
C 1.34 -4.18 -2.15  -0.29
C 0.25 -4.89 -2.58  -1.54
C -0.91 -4.17 -2.87  -0.77
C -1.03 -2.78 -2.70  0.21
C -2.27 -2.17 -3.18  1.08
C -3.50 -2.90 -2.53  -1.47
C -2.43 -0.68 -3.23  -1.19
C 0.05 -2.06 -2.07  -0.22
N -0.06 -0.90 -1.30  0.81
C 0.53 0.26 -1.66  -0.40
C 0.74 1.34 -0.79  0.01
N 0.40 1.32 0.52  1.90
C 0.77 2.38 1.36  -2.66
C -0.09 3.54 1.46  1.16
C 0.24 4.62 2.34  -0.56
C 1.37 4.51 3.11  -1.55
C 2.24 3.42 2.99  -0.52
C 1.97 2.38 2.12  1.05
C 3.04 1.30 1.94  2.64
C 4.04 1.68 0.79  -1.36
C 3.82 1.09 3.27  -1.84
C -1.40 3.61 0.75  2.22
C -1.42 4.72 -0.32  -1.68
C -2.60 3.85 1.67  -1.61
C 1.43 2.39 -1.54  0.95
C 2.05 3.63 -1.17  0.13
C 2.59 4.42 -2.17  -0.90
C 2.74 3.98 -3.52  -1.39
C 2.15 2.73 -3.84  1.40
C 2.18 2.06 -5.10  -0.83
C 1.68 0.80 -5.28  -1.34
C 1.09 0.02 -4.23  0.25
C 1.01 0.66 -2.98  0.56
C 1.51 1.97 -2.84  -1.80
H 4.50 -1.90 -3.14  0.50
H 3.11 -2.00 -4.26  0.27
H 3.72 -3.43 -3.51  0.44
H 2.56 -1.07 -1.92  -0.46
H 4.29 -3.47 -1.45  0.45
H 3.06 -3.22 -0.12  -0.02
H 4.35 -1.94 -0.45  0.27
H 2.17 -4.67 -1.66  0.52
H 0.36 -5.95 -2.78  0.36
H -1.75 -4.78 -3.19  0.25
H -2.37 -2.49 -4.22  0.23
H -3.41 -2.80 -1.45  0.22
H -3.47 -3.98 -2.77  0.39
H -4.43 -2.47 -2.87  0.45
H -2.55 -0.23 -2.23  -0.11
H -3.28 -0.35 -3.83  0.51
H -1.58 -0.14 -3.66  0.15
H -0.35 5.54 2.47  0.27
H 1.65 5.26 3.82  0.40
H 3.11 3.34 3.61  0.33
H 2.47 0.37 1.76  -0.77
H 5.00 1.18 1.00  0.54
H 4.15 2.76 0.86  0.24
H 3.72 1.40 -0.19  0.07
H 4.47 1.98 3.50  0.41
H 4.50 0.24 3.23  0.42
H 3.13 0.91 4.13  0.38
H -1.54 2.68 0.18  -1.01
H -1.18 5.71 0.11  0.29
H -2.48 4.84 -0.68  0.45
H -0.85 4.57 -1.22  0.30
H -2.73 4.91 1.92  0.43
H -2.47 3.33 2.65  0.25
H -3.54 3.52 1.14  0.32
H 2.00 3.93 -0.14  0.41
H 2.92 5.41 -1.86  0.45
H 3.14 4.68 -4.19  0.40
H 2.61 2.58 -5.95  0.40
H 1.80 0.36 -6.28  0.36
H 0.72 -1.01 -4.33  0.70
O -7.10 0.85 1.38  -0.55
C -6.88 -0.27 2.10  0.33
O -7.80 -0.91 2.60  -0.60
C -5.47 -0.89 2.20  -0.14
C -5.07 -2.01 2.97  -0.43
N -3.78 -2.31 2.74  -0.12
N -3.24 -1.49 1.84  0.28
C -4.18 -0.54 1.53  -0.43
C -3.80 0.60 0.70  1.18
O -4.67 1.41 0.36  -0.87
O -2.57 0.58 0.31  -0.03
H -6.20 1.15 1.03  0.44
H -5.67 -2.72 3.45  0.62
H -3.23 -3.04 3.17  0.17

---

Entry 3:
Entry from the Open Molecules 2025 dataset: a molecular structure, C43H43NiP2S3Si (ωB97M-V with the def2-TZVPD basis set).

- charge = +1
- E_tot (hartree) = -5339.2644
- LUMO level (alpha / beta) (hartree) = -0.1218 / -0.1219

Each line ends with the Mulliken charge.
CARTESIAN COORDINATES (ANGSTROEM)
Ni -0.45 0.31 -0.48  0.20
C -2.67 2.09 1.94  -1.24
Si -2.16 1.69 0.11  1.41
C -3.60 0.71 -0.68  0.42
C -4.72 1.25 -1.30  -0.91
C -5.72 0.42 -1.79  -0.84
C -5.61 -0.95 -1.64  -0.88
C -4.49 -1.51 -1.04  -0.67
C -3.48 -0.68 -0.58  0.45
P -1.92 -1.31 0.15  0.40
C -2.19 -1.28 1.95  0.61
C -3.36 -1.75 2.53  -0.41
C -3.47 -1.77 3.91  -0.79
C -2.42 -1.33 4.70  -0.84
C -1.26 -0.84 4.12  -0.91
C -1.15 -0.80 2.74  0.18
C -1.94 -3.08 -0.24  0.69
C -1.94 -4.09 0.73  -0.47
C -1.87 -5.41 0.35  -0.69
C -1.78 -5.75 -0.99  -0.61
C -1.77 -4.76 -1.96  -0.88
C -1.84 -3.43 -1.59  -0.59
C -1.62 3.40 -0.57  0.14
C -2.47 4.38 -1.02  -0.87
C -1.98 5.63 -1.37  -0.88
C -0.63 5.90 -1.25  -0.79
C 0.24 4.92 -0.80  -0.56
C -0.25 3.66 -0.49  0.11
P 0.84 2.24 -0.09  0.61
C 2.43 3.06 0.28  0.74
C 2.55 3.59 1.56  -0.68
C 3.74 4.17 1.97  -0.83
C 4.82 4.20 1.11  -0.49
C 4.71 3.66 -0.17  -0.78
C 3.52 3.08 -0.58  -0.26
C 1.06 1.55 -1.78  1.25
C 1.18 0.15 -1.92  0.48
C 1.32 -0.41 -3.19  -1.13
C 1.33 0.40 -4.31  -0.91
C 1.19 1.78 -4.18  -0.82
C 1.04 2.35 -2.93  -0.31
H -3.23 3.02 1.97  0.48
H -1.79 2.20 2.56  0.34
H -3.29 1.30 2.35  0.37
H -4.81 2.32 -1.40  0.31
H -6.58 0.85 -2.27  0.45
H -6.40 -1.59 -2.01  0.45
H -4.41 -2.58 -0.95  0.50
H -4.17 -2.10 1.91  0.50
H -4.38 -2.13 4.37  0.46
H -2.51 -1.37 5.78  0.41
H -0.46 -0.48 4.75  0.46
H -0.28 -0.39 2.25  0.19
H -1.99 -3.83 1.78  0.34
H -1.89 -6.19 1.10  0.43
H -1.71 -6.79 -1.29  0.41
H -1.70 -5.02 -3.01  0.43
H -1.82 -2.64 -2.33  0.54
H -3.53 4.19 -1.08  0.42
H -2.66 6.39 -1.73  0.44
H -0.26 6.88 -1.50  0.43
H 1.29 5.14 -0.71  0.48
H 1.70 3.55 2.23  0.47
H 3.83 4.58 2.96  0.42
H 5.75 4.64 1.42  0.41
H 5.56 3.69 -0.84  0.44
H 3.45 2.65 -1.57  0.46
H 1.28 -0.48 -1.01  0.03
H 1.42 -1.48 -3.31  0.38
H 1.45 -0.03 -5.29  0.44
H 1.18 2.41 -5.05  0.48
H 0.93 3.42 -2.83  0.49
C 4.53 -1.46 -0.79  0.19
C 4.73 -0.58 0.43  -1.14
S 3.18 0.12 1.10  0.76
C 2.86 -0.94 2.54  -1.27
C 2.51 -2.37 2.20  -0.91
S 1.17 -2.48 0.95  0.65
C 1.70 -3.96 0.02  -0.53
C 2.72 -3.68 -1.07  -0.05
S 4.39 -3.25 -0.44  -0.20
H 5.39 -1.36 -1.46  0.56
H 3.64 -1.15 -1.34  -0.59
H 5.33 0.29 0.15  0.42
H 5.23 -1.10 1.24  0.50
H 2.04 -0.44 3.06  0.17
H 3.75 -0.92 3.17  0.62
H 2.17 -2.90 3.09  0.57
H 3.37 -2.89 1.78  0.30
H 0.78 -4.33 -0.43  -0.24
H 2.07 -4.69 0.73  0.61
H 2.40 -2.89 -1.74  -0.54
H 2.86 -4.60 -1.65  0.59

---

Entry 4:
Entry from the Open Molecules 2025 dataset: a molecular structure, C43H44BBaGeN17 (ωB97M-V with the def2-TZVPD basis set).

- E_tot (hartree) = -4723.2829
- LUMO level (hartree) = 0.0161
- relative energy (zero: lowest compared OMol25 entry of this formula, charge and spin) (kJ/mol) = 0.0

Each line ends with the Mulliken charge.
CARTESIAN COORDINATES (ANGSTROEM)
Ba -1.49 -0.18 1.42  1.94
C -5.31 0.32 2.69  -1.34
C -4.52 1.58 2.55  0.63
C -4.77 2.85 3.08  -1.49
C -3.72 3.62 2.63  0.01
N -2.90 2.86 1.88  0.37
N -3.41 1.59 1.83  -0.98
B -1.56 3.15 1.12  0.57
N -1.67 2.54 -0.36  1.81
C -2.08 3.27 -1.42  -0.25
C -2.31 2.44 -2.48  -2.11
C -2.05 1.15 -1.99  0.30
C -2.14 -0.17 -2.67  -1.09
N -1.67 1.22 -0.72  -0.06
N -0.29 2.63 1.98  1.89
C 0.23 3.39 2.97  -0.28
C 1.27 2.71 3.55  -1.78
C 1.34 1.49 2.86  0.53
C 2.24 0.33 3.09  -0.82
N 0.40 1.45 1.92  -1.09
N -1.31 4.64 0.93  0.89
C -0.20 5.13 0.34  -0.51
C -0.25 6.50 0.40  -1.06
C -1.45 6.77 1.08  0.46
C -2.03 8.10 1.44  -1.37
N -2.08 5.65 1.39  -1.38
H -6.23 0.50 3.25  0.36
H -5.58 -0.10 1.72  0.25
H -4.74 -0.44 3.24  0.24
H -5.60 3.16 3.69  0.41
H -3.50 4.66 2.77  0.55
H -2.16 4.34 -1.33  0.50
H -2.64 2.72 -3.47  0.48
H -1.85 -0.10 -3.72  0.36
H -1.49 -0.91 -2.19  -0.01
H -3.16 -0.56 -2.64  0.35
H -0.17 4.37 3.16  0.50
H 1.90 3.03 4.37  0.50
H 3.22 0.67 3.44  0.42
H 1.84 -0.35 3.84  0.29
H 2.38 -0.24 2.16  -0.18
H 0.55 4.47 -0.06  0.61
H 0.47 7.21 0.03  0.41
H -1.41 8.91 1.05  0.37
H -3.03 8.22 1.02  0.31
H -2.11 8.23 2.52  0.28
C -2.11 -5.18 1.58  -1.57
C -2.64 -4.45 0.38  0.61
C -1.95 -4.45 -0.82  -0.10
C -2.48 -3.85 -1.96  -0.49
C -3.71 -3.22 -1.90  -0.51
C -4.40 -3.18 -0.69  -0.59
C -3.86 -3.78 0.44  -0.46
H -2.72 -6.07 1.77  0.47
H -2.13 -4.56 2.47  0.21
H -1.09 -5.52 1.42  0.30
H -0.98 -4.94 -0.87  0.32
H -1.92 -3.87 -2.89  0.42
H -4.14 -2.77 -2.78  0.54
H -5.36 -2.68 -0.63  0.41
H -4.40 -3.73 1.38  0.39
N 0.50 -3.45 2.79  0.10
C 0.97 -3.24 1.52  -0.08
N 1.67 -4.23 0.92  -1.12
N 2.07 -3.72 -0.21  -0.22
N 1.63 -2.50 -0.31  0.94
N 0.90 -2.14 0.79  0.23
C -0.38 -2.59 3.43  0.38
N -0.23 -2.07 4.64  -0.48
N -1.28 -1.26 4.77  -0.67
N -2.01 -1.29 3.70  -0.01
N -1.47 -2.17 2.82  -0.22
H 1.02 -4.10 3.35  0.28
C 7.03 -3.07 -0.25  -0.43
C 6.33 -2.20 0.58  -0.86
C 5.09 -1.72 0.19  0.28
C 4.53 -2.09 -1.03  0.10
C 5.24 -2.97 -1.85  -0.31
C 6.48 -3.45 -1.46  -0.77
Ge 2.78 -1.50 -1.54  1.00
C 2.26 -2.16 -3.27  0.16
C 1.76 -3.44 -3.48  -0.33
C 1.38 -3.85 -4.75  -0.73
C 1.49 -2.98 -5.83  -0.50
C 1.99 -1.70 -5.63  -0.72
C 2.37 -1.29 -4.36  -0.50
C 2.53 0.38 -1.39  0.69
C 3.61 1.19 -1.04  -0.59
C 3.54 2.57 -1.18  -0.94
C 2.39 3.16 -1.68  -0.47
C 1.30 2.36 -2.03  -0.91
C 1.38 0.99 -1.88  -0.28
H 8.00 -3.45 0.06  0.38
H 6.75 -1.90 1.54  0.44
H 4.56 -1.04 0.86  0.27
H 4.82 -3.29 -2.79  0.37
H 7.02 -4.13 -2.11  0.41
H 1.68 -4.14 -2.66  0.46
H 1.00 -4.85 -4.90  0.44
H 1.19 -3.30 -6.82  0.40
H 2.08 -1.02 -6.47  0.43
H 2.73 -0.28 -4.23  0.40
H 4.54 0.76 -0.68  0.39
H 4.39 3.18 -0.90  0.41
H 2.34 4.23 -1.81  0.47
H 0.40 2.80 -2.44  0.46
H 0.53 0.39 -2.19  0.52

---

Q: Which of these has the lowest E_tot?
A: C43H43NiP2S3Si

---

Q: Among the records above, which one has the lowest E_tot?
A: C43H43NiP2S3Si

---

Q: The highest E_tot belongs to which entry?
A: C43H42N8O3V